Computed, not measured: a molecular structure, C9H29N7O6Tl, with the ωB97M-V functional and the def2-TZVPD basis.

Values from the calculation:
**Total charge**: +1
**Frontier orbital gap**: 1.36 eV
**DFT total energy**: -1366.94531 hartree
**HOMO level**: -10.043 eV
**LUMO energy**: -8.68 eV
**Maximum force**: 6.439 eV/A

Last column: Löwdin charge in e.
Positions of all 52 atoms, in Å:
1 Tl 1.698 1.238 0.331  0.9561
2 C 1.693 8.349 4.640  -0.0886
3 C 1.364 7.602 3.439  -0.3507
4 O 1.144 6.228 3.431  0.0581
5 H 2.535 7.930 5.191  0.0981
6 H 0.934 8.298 5.421  0.0924
7 H 1.771 9.431 4.537  0.0976
8 H 2.111 7.888 2.698  0.1433
9 H 0.409 8.031 3.134  0.1740
10 O 3.432 -1.255 -3.202  -0.1680
11 H 2.712 -1.429 -3.839  -0.0423
12 C -2.258 -0.470 -5.821  -0.0699
13 C -1.691 0.320 -4.654  -0.4142
14 C -2.332 1.713 -4.374  -0.2292
15 O -1.574 2.395 -3.430  -0.1958
16 C -2.290 3.537 -2.921  -0.0893
17 N -1.676 -0.521 -3.441  0.0251
18 H -2.114 0.050 -6.768  0.0730
19 H -3.335 -0.508 -5.663  0.0807
20 H -1.804 -1.443 -6.012  0.0781
21 H -0.645 0.583 -4.813  0.1305
22 H -3.371 1.651 -4.050  0.1279
23 H -2.222 2.251 -5.315  0.1278
24 H -1.668 4.281 -2.424  0.0826
25 H -3.057 3.296 -2.185  0.0823
26 H -2.873 3.911 -3.763  0.0819
27 H -1.078 -1.334 -3.491  0.0608
28 H -2.565 -0.958 -3.247  0.0669
29 C -4.580 -0.378 2.398  -0.7347
30 O -3.744 0.201 1.757  0.0290
31 N -4.297 -1.051 3.551  0.1377
32 N -5.901 -0.224 2.271  0.1511
33 H -5.115 -1.351 4.062  0.0892
34 H -3.358 -1.310 3.817  0.1109
35 H -6.223 0.454 1.595  0.1222
36 H -6.359 -0.684 3.045  0.0979
37 C 6.375 -3.410 2.624  -0.8174
38 O 5.638 -2.488 2.371  0.0290
39 N 7.030 -4.121 1.760  0.1626
40 N 6.582 -3.853 3.825  0.1587
41 H 7.678 -4.824 2.085  0.1120
42 H 6.951 -3.829 0.796  0.1252
43 H 7.288 -4.565 3.939  0.1085
44 H 6.065 -3.471 4.604  0.1246
45 C 0.391 -5.302 0.598  -0.7637
46 O 0.433 -4.144 1.031  0.0056
47 N -0.520 -6.254 0.709  0.1498
48 N 1.191 -5.691 -0.321  0.1440
49 H -1.334 -5.963 1.231  0.1182
50 H -0.398 -7.156 0.272  0.1109
51 H 1.804 -5.013 -0.751  0.1270
52 H 1.153 -6.636 -0.676  0.1124

Cartesian forces (eV/Å) of the 3 atoms listed first:
Tl -0.1 -0.3 -0.2
C -0.2 0.3 3.3
C 0.6 -2.6 -0.2